{
  "formula": "C19H34N10Tl",
  "method": "the ωB97M-V functional and the def2-TZVPD basis",
  "symbols": ["Tl", "C", "C", "N", "C", "C", "N", "C", "C", "N", "C", "C", "N", "C", "C", "C", "C", "C", "C", "C", "N", "H", "H", "H", "H", "H", "H", "H", "H", "H", "H", "H", "H", "H", "H", "H", "H", "H", "H", "H", "H", "H", "H", "H", "C", "N", "C", "C", "N", "N", "C", "N", "N", "H", "H", "H", "H", "H", "H", "H", "H", "H", "H", "H"],
  "xyz": [[-0.170, -0.114, 0.032], [1.090, -4.520, -0.539], [0.999, -3.025, -0.589], [0.726, -2.216, 0.349], [0.598, -2.645, 1.758], [-0.919, -2.614, 2.008], [-1.322, -1.172, 1.920], [-2.761, -0.921, 1.618], [-3.039, 0.564, 1.551], [-1.994, 1.417, 0.889], [-2.435, 2.276, -0.209], [-2.964, 1.441, -1.391], [-1.769, 0.588, -1.812], [-1.682, 0.080, -2.981], [-2.561, 0.301, -4.167], [-0.509, -0.953, -3.155], [-0.176, -1.561, -4.317], [0.773, -2.571, -4.329], [1.253, -3.045, -3.145], [0.817, -2.454, -1.996], [0.036, -1.390, -2.028], [1.582, -4.878, 0.349], [1.723, -4.897, -1.356], [0.113, -5.056, -0.613], [1.107, -1.906, 2.437], [1.012, -3.635, 1.950], [-1.193, -3.004, 3.014], [-1.473, -3.183, 1.316], [-1.094, -0.686, 2.783], [-3.382, -1.358, 2.418], [-2.935, -1.507, 0.659], [-3.186, 1.001, 2.559], [-4.009, 0.683, 1.051], [-1.562, 1.972, 1.613], [-1.552, 2.879, -0.526], [-3.281, 2.875, 0.090], [-3.132, 2.050, -2.256], [-3.833, 0.859, -1.181], [-3.402, 0.945, -3.857], [-2.927, -0.601, -4.667], [-1.902, 0.874, -4.923], [-0.663, -1.338, -5.291], [1.096, -3.012, -5.255], [1.840, -3.949, -3.052], [3.427, 3.352, 3.184], [2.810, 2.035, 2.894], [3.001, 0.978, 3.835], [2.052, 1.751, 1.852], [1.332, 0.662, 1.681], [2.117, 2.693, 0.819], [1.542, 2.776, -0.431], [1.773, 3.994, -0.980], [0.866, 1.793, -0.913], [3.863, 3.288, 4.178], [2.651, 4.131, 3.211], [4.171, 3.573, 2.383], [3.961, 1.091, 4.301], [3.054, -0.009, 3.332], [2.243, 0.971, 4.606], [1.406, 0.010, 2.455], [2.843, 3.384, 0.988], [2.197, 4.747, -0.493], [1.493, 4.213, -1.914], [0.257, 1.978, -1.716]],
  "forces_ev_per_a": [[0.2, 1.1, -0.1], [0.7, -0.6, -0.2], [-1.2, -0.1, -1.2], [1.1, -0.5, 1.1], [-0.4, 0.2, -0.1], [0.5, 1.4, 2.3], [-0.4, -0.1, -0.6], [0.8, -1.5, -0.3], [-0.6, 1.3, 0.1], [0.1, -1.5, 0.0], [-0.4, -0.3, -0.7], [3.5, 0.0, -0.6], [-1.3, -0.5, 0.1], [1.2, -1.2, 0.3], [0.7, 1.6, -0.5], [-1.2, 1.1, 1.2], [-0.3, -0.2, -2.8], [0.0, 0.2, -0.6], [0.4, -1.3, 0.5], [-0.2, 0.5, 1.4], [-0.4, 0.6, 0.6], [0.1, -0.1, 0.5], [-0.4, 0.2, 0.2], [0.5, 0.8, 0.0], [-0.4, -0.8, -0.8], [0.0, 0.1, -0.1], [0.3, 0.2, -0.6], [-0.5, -0.6, -1.1], [0.2, -0.2, 0.1], [0.0, 0.1, -0.5], [-0.2, 1.0, 1.0], [0.1, -0.5, -0.4], [0.2, 0.1, 0.1], [0.2, 0.2, -0.1], [-0.9, -0.2, 0.2], [0.0, 0.7, 0.3], [-0.6, 0.8, 0.0], [-0.5, -0.6, 0.2], [0.3, -0.4, -0.6], [0.2, 0.1, 0.3], [-1.1, -0.8, 0.9], [0.4, 0.2, 0.9], [-0.1, -0.1, -0.2], [0.2, 0.2, -0.5], [-0.4, -0.1, -1.0], [0.0, 0.1, 0.1], [0.4, -1.2, 0.4], [-0.5, 0.0, -1.8], [-0.1, -0.2, 0.2], [0.7, 0.3, 0.8], [0.3, 1.0, 0.8], [-0.6, -1.1, -0.6], [-1.2, -0.7, -0.7], [0.3, 0.1, -0.3], [0.3, -0.2, -0.1], [-0.1, 0.1, 0.9], [0.4, 0.1, 0.3], [-0.1, 0.5, 0.3], [-0.3, -0.1, 0.3], [0.0, 0.5, 0.0], [-0.4, -0.2, -0.2], [0.3, 0.3, 0.5], [-0.1, -0.1, -0.4], [0.8, 0.4, 0.1]],
  "homo_ev": -17.71,
  "homo_lumo_gap_ha": 0.3236,
  "total_charge": 3
}


{
  "formula": "C19H34NO2",
  "method": "the ωB97M-V functional and the def2-TZVPD basis",
  "symbols": ["C", "C", "C", "C", "C", "C", "C", "C", "C", "C", "C", "C", "C", "C", "C", "N", "C", "O", "C", "O", "C", "C", "H", "H", "H", "H", "H", "H", "H", "H", "H", "H", "H", "H", "H", "H", "H", "H", "H", "H", "H", "H", "H", "H", "H", "H", "H", "H", "H", "H", "H", "H", "H", "H", "H", "H"],
  "xyz": [[8.994, -0.461, 0.037], [8.008, 0.391, -0.753], [6.602, 0.408, -0.151], [5.880, -0.931, -0.283], [4.491, -0.935, 0.357], [3.477, -0.067, -0.386], [2.086, -0.170, 0.237], [1.081, 0.701, -0.512], [-0.301, 0.757, 0.072], [-0.730, -0.075, 1.102], [-2.010, 0.026, 1.616], [-2.912, 0.958, 1.114], [-4.301, 1.070, 1.690], [-5.200, -0.133, 1.368], [-5.577, -0.312, -0.105], [-4.341, -0.411, -0.942], [-6.420, 0.832, -0.687], [-6.373, 0.691, -2.093], [-6.299, -1.662, -0.309], [-5.311, -2.666, -0.200], [-2.488, 1.792, 0.075], [-1.204, 1.691, -0.429], [9.034, -0.134, 1.074], [9.991, -0.373, -0.388], [8.712, -1.511, 0.018], [7.955, 0.027, -1.781], [8.382, 1.417, -0.786], [6.022, 1.182, -0.658], [6.668, 0.679, 0.905], [5.791, -1.192, -1.340], [6.477, -1.706, 0.200], [4.571, -0.592, 1.391], [4.119, -1.963, 0.378], [3.432, -0.381, -1.431], [3.800, 0.975, -0.364], [1.765, -1.214, 0.213], [2.139, 0.149, 1.280], [1.468, 1.723, -0.563], [1.002, 0.346, -1.545], [-0.055, -0.799, 1.528], [-2.305, -0.612, 2.436], [-4.221, 1.126, 2.777], [-4.768, 1.997, 1.357], [-4.702, -1.049, 1.694], [-6.124, -0.038, 1.939], [-4.618, -0.152, -1.903], [-3.591, 0.221, -0.568], [-4.049, -1.401, -0.900], [-7.444, 0.757, -0.309], [-6.008, 1.803, -0.390], [-6.990, 1.302, -2.508], [-7.078, -1.782, 0.449], [-6.762, -1.683, -1.304], [-5.724, -3.535, -0.199], [-3.150, 2.558, -0.306], [-0.889, 2.362, -1.215]],
  "forces_ev_per_a": [[-0.1, 0.1, -0.2], [0.0, 0.1, 0.2], [0.1, -0.2, -0.3], [-0.1, 0.2, 0.3], [0.1, 0.0, -0.3], [-0.1, -0.2, 0.4], [0.1, 0.3, -0.4], [0.2, -0.2, 0.1], [-0.1, 0.1, -0.1], [0.0, 0.0, -0.1], [-0.2, 0.1, -0.1], [0.2, 0.3, 0.2], [-0.1, -0.1, 0.1], [0.1, 0.2, -0.1], [-0.6, -0.2, 0.2], [0.1, -0.1, -0.2], [0.2, 0.0, 0.4], [-0.1, 0.0, -0.2], [-0.2, 0.3, -0.2], [0.1, -0.2, 0.1], [0.1, 0.1, 0.3], [0.0, -0.1, 0.0], [0.0, 0.0, 0.1], [0.1, -0.1, 0.0], [0.0, -0.1, 0.0], [0.0, 0.1, -0.1], [0.0, 0.0, -0.1], [0.0, 0.1, 0.1], [0.0, 0.1, 0.1], [0.0, -0.1, -0.1], [0.0, -0.1, -0.1], [0.0, 0.0, 0.1], [0.0, 0.0, 0.1], [0.0, 0.0, -0.1], [0.0, 0.1, -0.1], [0.0, -0.1, 0.1], [0.0, -0.1, 0.1], [0.0, 0.0, -0.1], [0.0, 0.1, 0.0], [0.1, -0.1, 0.0], [0.0, -0.1, 0.1], [-0.1, 0.1, 0.0], [0.0, 0.1, 0.1], [-0.1, 0.0, 0.1], [-0.1, -0.1, 0.0], [0.3, -0.1, 0.2], [-0.3, -0.5, -0.5], [0.2, 0.3, -0.1], [0.1, 0.0, 0.1], [-0.1, -0.1, 0.0], [0.0, 0.0, -0.1], [0.1, 0.1, 0.0], [0.0, 0.0, 0.1], [0.1, 0.0, 0.0], [-0.1, 0.1, 0.0], [0.1, 0.1, -0.1]],
  "homo_ev": -12.02,
  "e_above_lowest_kcal_mol": 9.3,
  "homo_lumo_gap_ha": 0.3530,
  "smiles": "CCCCCCCCc1ccc(CCC([NH3+])(CO)CO)cc1",
  "total_charge": 1
}


{
  "formula": "C19H34O3",
  "method": "the ωB97M-V functional and the def2-TZVPD basis",
  "symbols": ["C", "O", "C", "C", "C", "C", "C", "C", "C", "C", "C", "C", "C", "C", "C", "C", "C", "O", "O", "C", "C", "C", "H", "H", "H", "H", "H", "H", "H", "H", "H", "H", "H", "H", "H", "H", "H", "H", "H", "H", "H", "H", "H", "H", "H", "H", "H", "H", "H", "H", "H", "H", "H", "H", "H", "H"],
  "xyz": [[3.997, 3.020, 1.546], [3.914, 2.667, 0.189], [4.769, 1.626, -0.283], [6.248, 1.920, 0.009], [4.551, 1.627, -1.800], [4.400, 0.256, 0.326], [2.925, -0.108, 0.150], [2.504, -1.345, 0.953], [2.490, -2.674, 0.182], [3.829, -2.994, -0.474], [1.364, -2.706, -0.866], [0.018, -2.588, -0.239], [-0.857, -1.618, -0.512], [-2.176, -1.472, 0.077], [-2.611, -2.469, 1.102], [-2.950, -0.445, -0.331], [-4.302, -0.117, 0.119], [-4.972, -0.694, 0.949], [-4.743, 0.966, -0.548], [-6.062, 1.436, -0.245], [-6.577, 2.156, -1.483], [-6.019, 2.349, 0.976], [3.224, 3.772, 1.698], [4.968, 3.458, 1.801], [3.802, 2.173, 2.212], [6.489, 2.938, -0.289], [6.476, 1.799, 1.066], [6.873, 1.235, -0.556], [5.034, 0.768, -2.257], [3.487, 1.605, -2.017], [4.962, 2.537, -2.227], [4.635, 0.273, 1.394], [5.041, -0.496, -0.132], [2.331, 0.748, 0.473], [2.713, -0.263, -0.907], [1.495, -1.188, 1.341], [3.167, -1.455, 1.814], [2.277, -3.462, 0.916], [4.044, -2.294, -1.278], [4.632, -2.945, 0.258], [3.814, -3.997, -0.896], [1.420, -3.663, -1.395], [1.508, -1.910, -1.598], [-0.219, -3.357, 0.484], [-0.586, -0.861, -1.238], [-1.914, -2.469, 1.939], [-2.620, -3.467, 0.667], [-3.604, -2.231, 1.465], [-2.577, 0.242, -1.079], [-6.688, 0.561, -0.021], [-5.941, 3.010, -1.705], [-7.592, 2.502, -1.313], [-6.569, 1.486, -2.339], [-7.017, 2.718, 1.197], [-5.650, 1.798, 1.837], [-5.359, 3.193, 0.787]],
  "forces_ev_per_a": [[0.0, 0.0, 0.0], [0.0, 0.0, -0.2], [0.4, -0.3, -0.3], [-0.4, 0.1, 0.0], [0.0, 0.1, 0.4], [-0.3, 0.5, -0.1], [0.2, -0.1, 0.3], [-0.1, -0.1, -0.1], [0.1, 0.1, -0.1], [-0.2, -0.1, 0.2], [0.1, -0.1, 0.2], [-0.2, 0.2, -0.2], [0.4, -0.1, -0.1], [-0.7, 0.3, 0.1], [-0.2, 0.0, 0.1], [0.6, -0.2, -0.1], [-0.4, -0.2, 0.3], [0.0, 0.1, -0.1], [0.2, 0.1, -0.2], [-0.6, 0.1, 0.2], [0.3, -0.3, 0.2], [0.1, -0.4, -0.2], [0.1, 0.0, 0.1], [0.0, 0.0, 0.0], [0.0, 0.0, 0.0], [0.1, 0.1, 0.0], [0.1, 0.0, 0.1], [0.1, -0.1, 0.0], [0.1, -0.1, -0.1], [-0.1, 0.0, -0.1], [0.1, 0.1, -0.1], [0.1, -0.1, 0.0], [0.1, -0.1, 0.0], [0.0, 0.0, -0.1], [-0.1, 0.1, -0.1], [0.1, 0.0, 0.1], [0.0, 0.0, 0.1], [0.0, 0.0, 0.0], [0.1, 0.1, -0.1], [0.2, 0.0, 0.0], [0.0, -0.1, -0.1], [0.0, 0.0, -0.1], [0.0, 0.0, -0.1], [-0.2, -0.1, 0.2], [0.1, 0.1, -0.1], [0.1, -0.1, 0.1], [0.1, -0.1, 0.0], [0.1, -0.1, 0.0], [0.1, 0.0, -0.1], [0.1, 0.2, -0.1], [0.0, 0.1, -0.1], [-0.1, 0.1, 0.0], [0.0, 0.0, -0.1], [-0.1, 0.1, 0.0], [0.0, 0.0, 0.1], [0.0, 0.1, 0.0]],
  "homo_ev": -8.75,
  "e_above_lowest_kcal_mol": 2.1,
  "homo_lumo_gap_ha": 0.3352,
  "smiles": "COC(C)(C)CCC[C@H](C)C/C=C/C(C)=C/C(=O)OC(C)C"
}


{
  "formula": "C19H34O3",
  "method": "the ωB97M-V functional and the def2-TZVPD basis",
  "symbols": ["C", "O", "C", "C", "H", "H", "H", "C", "H", "H", "H", "C", "C", "H", "C", "H", "H", "C", "C", "H", "H", "H", "H", "C", "C", "C", "C", "C", "C", "O", "O", "C", "C", "H", "H", "H", "C", "H", "H", "H", "H", "H", "C", "H", "H", "H", "H", "H", "H", "H", "H", "H", "H", "H", "H", "H"],
  "xyz": [[-6.805, -1.095, 0.287], [-5.441, -0.615, -0.176], [-4.366, -1.454, -0.314], [-4.216, -2.322, 1.003], [-4.997, -3.236, 1.042], [-3.352, -2.856, 1.047], [-4.383, -1.723, 2.033], [-4.811, -2.540, -1.531], [-5.110, -2.015, -2.421], [-3.856, -3.196, -1.597], [-5.656, -3.041, -1.125], [-3.412, -0.590, -0.782], [-2.911, 0.185, 0.248], [-3.812, 1.014, 0.651], [-1.865, 1.290, -0.303], [-2.318, 1.824, -0.908], [-0.976, 0.543, -0.473], [-1.376, 2.250, 0.947], [-2.301, 3.433, 1.185], [-3.301, 2.883, 1.804], [-2.060, 4.028, 1.887], [-2.849, 3.976, 0.528], [-1.051, 1.863, 1.820], [-0.159, 3.081, 0.495], [1.043, 2.271, -0.149], [1.706, 1.917, -1.101], [2.731, 0.797, -1.379], [3.580, 0.693, -0.441], [4.587, -0.427, -0.455], [5.092, -0.963, -1.510], [5.255, -0.485, 0.583], [6.341, -1.503, 0.553], [7.673, -0.675, 0.331], [8.477, -1.508, 0.339], [7.525, -0.393, -0.698], [7.832, 0.317, 1.035], [6.464, -2.044, 1.916], [5.507, -2.543, 2.595], [6.570, -1.205, 2.823], [7.144, -2.627, 2.257], [6.285, -2.354, 0.105], [3.271, 0.934, 0.850], [2.766, 0.574, -2.790], [3.597, -0.262, -2.934], [3.001, 1.570, -3.469], [2.076, 0.160, -3.209], [1.313, 2.309, -1.912], [1.511, 1.410, 1.005], [0.240, 3.876, 0.950], [-0.486, 3.612, -0.556], [-2.536, -0.071, 1.216], [-2.431, -1.300, -0.917], [-3.368, -0.117, -1.713], [-6.776, -1.642, 1.294], [-7.139, -1.881, -0.405], [-7.468, -0.128, 0.439]],
  "forces_ev_per_a": [[1.4, 0.8, 1.0], [-4.8, 1.4, 1.6], [-6.4, -6.4, -0.8], [-3.7, 0.8, 1.3], [1.3, 2.4, -0.3], [3.0, -1.1, 0.2], [0.5, -1.1, -2.5], [3.3, 0.6, 2.5], [0.3, 0.2, -0.5], [-2.0, 0.7, -0.5], [-0.5, -0.9, 0.1], [7.8, -3.5, -1.1], [-0.5, 10.3, 3.6], [1.9, -2.4, -1.0], [5.5, -7.5, 10.3], [-3.4, 4.9, -6.6], [-1.2, 2.2, -1.0], [0.1, 3.2, -5.5], [-5.6, -8.1, 1.1], [2.3, 1.5, -1.5], [2.6, 4.3, 5.0], [-0.8, 1.1, -3.2], [0.2, -2.2, 2.9], [0.5, -2.8, -9.0], [-3.4, -1.1, 13.3], [3.8, -3.7, -3.5], [-3.9, 5.3, -0.7], [1.8, -3.7, 7.0], [1.4, 1.4, -7.7], [-2.7, 0.8, 2.2], [2.3, -2.6, 4.6], [2.5, 6.5, 5.6], [-0.3, -0.7, 0.2], [-0.8, 1.9, 0.3], [0.6, 0.7, -0.5], [-0.5, -3.1, -1.6], [-7.4, 4.9, 6.7], [1.7, 1.0, -2.9], [0.0, -1.2, -2.6], [5.2, -4.1, 0.7], [-1.2, -4.2, -4.9], [0.9, -0.1, -4.4], [11.3, 2.6, 0.4], [-1.1, 2.1, -0.2], [-0.3, -2.4, 2.1], [-8.9, -4.3, -4.2], [-1.2, 2.1, -4.9], [-1.2, 2.2, -2.5], [1.1, 2.6, 2.9], [0.1, -0.8, 2.2], [0.2, -1.6, 0.1], [-1.7, 0.8, -0.3], [-1.3, 0.7, -1.4], [0.3, 1.0, -1.1], [-0.5, 0.8, -0.1], [1.4, -2.2, -0.8]],
  "homo_ev": -9.01,
  "e_above_lowest_kcal_mol": 408.9,
  "homo_lumo_gap_ha": 0.3523
}